Here is 2 unconnected molecules or ions with the total composition C4H4Cl3F from OMol25. Energies are from ωB97M-V/def2-TZVPD.

E_HOMO ... -0.334 Eh
Lowest unoccupied orbital energy ... -0.114 eV
Orbital gap ... 9.0 eV

Positions of all 12 atoms, in Å:
C  -0.351  2.102  0.319
C  -0.617  1.950  1.625
C  -0.176  -2.276  1.079
C  0.032  -1.179  0.064
F  0.234  -1.679  -1.176
Cl  0.607  2.559  2.761
Cl  -1.750  0.972  2.279
Cl  -1.323  1.698  -0.981
H  0.342  2.797  0.107
H  -0.341  -3.303  0.525
H  -1.086  -2.125  1.570
H  0.715  -2.369  1.892


Here is a molecular structure, C30H28B2Cl4LaN12O6 from OMol25. Energies are from ωB97M-V/def2-TZVPD.

E_HOMO (alpha / beta) ... -0.075 / -0.076 Eh
Charge ... -2
Lowest unoccupied orbital energy (alpha / beta) ... 4.032 / 4.026 eV
Orbital gap (alpha / beta) ... 6.1 / 6.1 eV
<S²> ... 0.7523
Multiplicity ... 2

Positions of all 83 atoms, in Å:
La  0.970  -0.080  0.523
C  -0.873  0.695  3.987
C  -1.630  1.176  2.791
C  -2.745  2.032  2.747
C  -3.096  2.079  1.421
N  -2.242  1.302  0.723
N  -1.326  0.760  1.570
B  -2.403  0.893  -0.771
N  -2.408  -0.648  -0.911
C  -2.975  -1.361  -1.900
C  -2.759  -2.696  -1.649
C  -2.017  -2.710  -0.452
C  -1.580  -3.874  0.376
N  -1.785  -1.472  -0.033
N  -1.316  1.433  -1.742
C  -1.345  2.435  -2.635
C  -0.249  2.321  -3.457
C  0.430  1.183  -2.990
C  1.652  0.556  -3.571
N  -0.199  0.664  -1.945
N  -3.827  1.370  -1.180
C  -4.970  0.732  -0.858
C  -6.026  1.578  -1.108
C  -5.415  2.760  -1.570
C  -6.050  4.050  -1.982
N  -4.099  2.629  -1.605
H  -0.282  1.490  4.442
H  -0.213  -0.128  3.717
H  -1.577  0.326  4.737
H  -3.215  2.540  3.571
H  -3.895  2.601  0.922
H  -3.502  -0.868  -2.701
H  -3.096  -3.537  -2.232
H  -2.444  -4.353  0.844
H  -0.912  -3.541  1.170
H  -1.076  -4.632  -0.229
H  -2.158  3.138  -2.621
H  0.021  2.959  -4.281
H  1.490  0.348  -4.632
H  1.889  -0.383  -3.075
H  2.519  1.211  -3.483
H  -4.944  -0.272  -0.469
H  -7.075  1.376  -0.976
H  -7.030  3.880  -2.432
H  -5.422  4.561  -2.711
H  -6.187  4.723  -1.133
O  1.366  3.684  3.558
C  1.290  2.839  2.721
O  1.563  1.698  2.421
C  0.238  3.613  1.041
O  -0.175  4.699  1.298
O  0.347  2.741  0.210
B  4.378  -1.065  -1.888
N  4.068  0.425  -1.495
C  4.878  1.402  -1.918
C  4.335  2.623  -1.570
C  3.156  2.280  -0.909
N  3.000  0.956  -0.866
N  3.374  -2.142  -1.361
C  3.666  -3.447  -1.422
C  2.578  -4.177  -0.984
C  1.646  -3.196  -0.646
N  2.126  -1.978  -0.885
H  5.472  -1.354  -1.451
H  4.384  -1.116  -3.109
H  5.782  1.149  -2.448
H  4.735  3.605  -1.751
H  2.408  2.917  -0.473
H  4.639  -3.755  -1.767
H  2.490  -5.244  -0.878
H  0.672  -3.303  -0.202
Cl  2.438  -5.058  5.604
C  2.614  -3.766  4.450
C  3.841  -3.177  4.230
Cl  5.243  -3.718  5.110
C  3.962  -2.137  3.297
Cl  5.498  -1.385  2.994
C  2.865  -1.668  2.573
O  2.928  -0.711  1.702
C  1.589  -2.288  2.798
O  0.572  -1.844  2.099
C  1.496  -3.315  3.730
Cl  -0.072  -4.035  3.976


Here is 9 unconnected molecules or ions with the total composition C9H27N9O18 from OMol25. Energies are from ωB97M-V/def2-TZVPD.

E_HOMO ... -0.374 Eh
SMILES ... C[N+](=O)[O-].C[N+](=O)[O-].C[N+](=O)[O-].C[N+](=O)[O-].C[N+](=O)[O-].C[N+](=O)[O-].C[N+](=O)[O-].C[N+](=O)[O-].C[N+](=O)[O-]
Lowest unoccupied orbital energy ... -0.981 eV
Orbital gap ... 9.2 eV

Positions of all 63 atoms, in Å:
C  0.833  -2.250  4.257
N  0.860  -2.222  5.768
O  0.444  -1.197  6.345
O  1.225  -3.186  6.353
H  0.563  -1.272  3.858
H  0.102  -2.996  3.944
H  1.869  -2.516  4.050
C  0.774  -2.972  -1.796
N  1.179  -3.204  -0.370
O  1.999  -2.403  0.084
O  0.637  -4.219  0.214
H  0.380  -3.919  -2.164
H  1.655  -2.604  -2.321
H  0.118  -2.102  -1.749
C  -0.276  5.084  -0.819
N  -0.663  3.754  -1.352
O  -0.029  3.444  -2.370
O  -1.695  3.221  -0.956
H  -1.235  5.581  -0.674
H  0.333  5.580  -1.575
H  0.337  4.878  0.058
C  -0.167  0.596  -0.322
N  -0.688  -0.404  0.686
O  -0.728  -0.026  1.860
O  -1.171  -1.449  0.260
H  -0.941  0.875  -1.037
H  0.690  0.184  -0.855
H  0.181  1.459  0.244
C  -2.570  -1.586  4.743
N  -2.901  -0.292  5.410
O  -2.297  0.720  5.064
O  -3.822  -0.115  6.221
H  -2.353  -2.406  5.428
H  -1.742  -1.428  4.053
H  -3.535  -1.835  4.301
C  -1.373  -0.215  -4.111
N  -0.498  -0.666  -5.185
O  0.346  0.108  -5.635
O  -0.567  -1.792  -5.574
H  -2.394  -0.352  -4.467
H  -1.066  0.765  -3.745
H  -1.285  -0.905  -3.272
C  -5.670  0.295  -2.108
N  -4.267  0.633  -2.185
O  -3.465  0.083  -1.422
O  -3.957  1.224  -3.278
H  -6.286  1.135  -2.428
H  -6.019  0.010  -1.115
H  -5.741  -0.518  -2.830
C  5.283  0.261  -2.853
N  4.227  -0.629  -2.355
O  3.094  -0.095  -1.966
O  4.505  -1.817  -2.226
H  5.555  -0.156  -3.823
H  6.053  0.072  -2.106
H  4.832  1.251  -2.919
C  2.936  2.147  0.987
N  3.175  1.384  2.235
O  2.498  0.352  2.446
O  4.035  1.885  2.977
H  3.947  2.157  0.580
H  2.404  3.067  1.232
H  2.334  1.544  0.307


Here is 2 unconnected molecules or ions with the total composition C4H12N2O2 from OMol25. Energies are from ωB97M-V/def2-TZVPD.

E_HOMO (alpha / beta) ... -0.232 / -0.214 Eh
Lowest unoccupied orbital energy (alpha / beta) ... 0.872 / 0.874 eV
Orbital gap (alpha / beta) ... 7.2 / 6.7 eV

Positions of all 20 atoms, in Å:
C  -1.218  -0.839  -1.053
C  -1.824  0.865  0.446
C  1.684  -0.374  0.569
C  1.500  1.192  0.566
N  -0.626  -1.118  -2.284
N  -2.275  -0.063  1.437
O  -1.527  0.388  -0.760
O  1.971  -0.889  -0.711
H  2.737  -0.422  -1.063
H  -1.347  -1.648  -0.355
H  -2.379  1.790  0.384
H  -0.514  -0.270  -2.828
H  0.274  -1.582  -2.182
H  -1.500  -0.605  1.814
H  -2.747  0.413  2.187
H  0.795  -0.903  0.914
H  2.503  -0.612  1.264
H  2.460  1.614  0.259
H  1.266  1.545  1.566
H  0.768  1.518  -0.169


Here is 2 unconnected molecules or ions with the total composition C9H14 from OMol25. Energies are from ωB97M-V/def2-TZVPD.

E_HOMO ... -0.333 Eh
SMILES ... Cc1ccccc1.CC
Lowest unoccupied orbital energy ... 1.041 eV
Orbital gap ... 10.1 eV

Positions of all 23 atoms, in Å:
C  1.529  -1.573  -0.153
C  1.393  -0.253  0.566
C  1.788  0.903  -0.128
C  1.614  2.163  0.416
C  0.938  2.304  1.615
C  0.591  1.160  2.329
C  0.763  -0.108  1.802
H  1.191  -1.433  -1.179
H  0.763  -2.250  0.247
H  2.469  -2.096  0.000
H  2.274  0.684  -1.071
H  1.983  3.029  -0.119
H  0.748  3.250  2.102
H  0.158  1.349  3.304
H  0.391  -1.012  2.270
C  -2.642  -1.392  -1.175
C  -2.011  -0.132  -1.775
H  -1.911  -2.204  -1.195
H  -2.963  -1.232  -0.151
H  -3.467  -1.748  -1.786
H  -2.092  -0.176  -2.865
H  -0.949  0.013  -1.592
H  -2.559  0.756  -1.464


ΔE to the lowest compared entry with this formula, charge and spin list, top to bottom, in kcal/mol: 100.95 12.51 59.86 118.06 8.66
Molar mass list, top to bottom, in Da: 177.4 955.0 549.4 120.2 122.2